[1]
Entry from OMol25: C10H8N3O6Ru as an isolated structure (ωB97M-V/def2-TZVPD).

```
! wB97M-V def2-TZVPD RIJCOSX def2/J DEFGRID3
* xyz 2 6
O 0.721 -4.248 -2.930
C 0.768 -3.506 -2.063
Ru -2.161 0.194 -0.178
C -2.001 0.628 1.661
O -1.858 0.883 2.784
C -4.108 3.041 1.223
O -4.740 3.968 1.436
C -3.415 -1.122 0.029
O -4.182 -1.974 0.215
C -2.302 0.644 -2.029
O -2.332 0.844 -3.177
H -0.894 -0.494 -0.350
C 2.789 2.102 -0.813
N 2.132 0.914 -0.276
C 2.827 -0.059 0.385
C 2.165 -1.111 0.973
C 0.788 -1.227 0.808
N 0.179 -0.319 0.000
C 0.774 0.846 -0.420
O 0.076 1.747 -0.920
N -0.013 -2.186 1.306
H 2.487 2.270 -1.855
H 3.868 1.941 -0.762
H 2.524 2.991 -0.224
H 3.902 0.090 0.423
H 2.676 -1.870 1.555
H 0.361 -2.898 1.918
H -1.031 -2.090 1.281
*
```

Values from the calculation:
Relative energy (zero: lowest compared OMol25 entry of this formula, charge and spin) ... 162.6 kJ/mol
E_tot ... -29812.21819 eV
Largest force on an atom ... 0.159 hartree/bohr

Mulliken atomic charge list, values in e, 4 entries: atom 1 (O): -0.147, atom 2 (C): 0.148, atom 3 (Ru): 0.226, atom 4 (C): 0.082



[2]
Entry from OMol25: C19H28BBiF4O2 as an isolated structure (ωB97M-V/def2-TZVPD).

```
! wB97M-V def2-TZVPD RIJCOSX def2/J DEFGRID3
* xyz 0 1
O -0.328 -0.210 -2.629
C 0.851 -0.497 -3.452
C 0.387 0.459 -4.542
H 0.880 -1.556 -3.773
H 1.775 -0.193 -2.920
C -0.810 0.726 -3.626
H 0.034 -0.063 -5.424
H 1.053 1.302 -4.760
C -2.109 0.237 -4.218
H -2.010 -0.803 -4.542
H -2.353 0.842 -5.097
H -2.928 0.329 -3.496
C -0.854 2.157 -3.180
H 0.155 2.541 -3.020
H -1.448 2.291 -2.271
H -1.313 2.750 -3.979
Bi 0.491 -0.835 0.523
C 0.957 1.571 1.165
C 2.219 0.833 1.174
C 2.823 1.024 -0.117
H 2.693 0.436 2.068
C 1.983 1.870 -0.873
C 0.853 2.220 -0.099
H 0.064 2.925 -0.372
H 0.339 1.759 2.043
H 3.808 0.660 -0.414
H 2.209 2.261 -1.868
C -1.828 -0.539 1.477
C -2.205 0.713 0.881
C -2.640 0.456 -0.433
H -2.235 1.669 1.397
C -2.522 -0.931 -0.700
C -2.032 -1.576 0.469
H -1.978 -2.648 0.656
H -1.673 -0.709 2.534
H -3.075 1.187 -1.115
H -2.826 -1.427 -1.618
O 0.641 -1.228 -6.642
C 0.094 -0.357 -7.679
C 0.456 -0.904 -9.066
H 0.496 0.660 -7.541
H -0.998 -0.288 -7.528
C 1.457 -2.038 -8.786
H 0.887 -0.116 -9.690
H -0.449 -1.289 -9.534
C 1.370 -2.297 -7.270
H 2.468 -1.709 -9.027
H 1.218 -2.942 -9.349
H 2.360 -2.361 -6.796
H 0.836 -3.235 -7.060
F 0.703 -1.429 2.628
B 0.649 -0.491 4.149
F -0.279 0.470 3.808
F 0.225 -1.436 5.018
F 1.947 -0.090 4.229
*
```

Values from the calculation:
Relative energy (zero: lowest compared OMol25 entry of this formula, charge and spin) ... 0.0 kJ/mol
E_tot ... -41639.92677 eV
Largest force on an atom ... 0.043 hartree/bohr

Mulliken atomic charge list, values in e, 4 entries: atom 1 (O): -0.249, atom 2 (C): -0.522, atom 3 (C): -0.054, atom 4 (H): 0.266



[3]
Entry from OMol25: one molecule with the formula C3H6O (ωB97M-V/def2-TZVPD).

```
! wB97M-V def2-TZVPD RIJCOSX def2/J DEFGRID3
* xyz 0 1
C -1.445 0.167 0.249
C -0.495 -0.932 -0.108
C 1.495 -0.050 -0.272
O 0.650 -0.764 0.625
H -2.256 -0.316 0.811
H -1.904 0.534 -0.677
H -1.019 0.986 0.843
H 1.145 -0.213 -1.301
H 2.514 -0.419 -0.183
H 1.446 1.019 -0.048
*
```

Values from the calculation:
Relative energy (zero: lowest compared OMol25 entry of this formula, charge and spin) ... 397.5 kJ/mol
E_tot ... -5251.57450 eV
Largest force on an atom ... 0.012 hartree/bohr

Mulliken atomic charge list, values in e, 4 entries: atom 1 (C): -0.691, atom 2 (C): -0.185, atom 3 (C): -0.633, atom 4 (O): -0.172



[4]
Entry from OMol25: a 2-piece molecular cluster, C20H25BClN3O14 overall (ωB97M-V/def2-TZVPD).

```
! wB97M-V def2-TZVPD RIJCOSX def2/J DEFGRID3
* xyz 0 1
C 1.954 -2.879 4.355
C 2.284 -2.550 2.842
Cl 3.270 -1.003 2.823
C 0.965 -2.452 1.921
C 1.187 -1.458 0.701
C 0.231 -0.291 0.527
C -0.978 0.004 1.484
C -1.955 1.138 0.979
O -1.366 2.471 1.021
C -3.208 1.202 2.006
N -4.398 1.754 1.343
C 0.467 0.623 -0.628
N 1.557 0.441 -1.503
O 1.740 1.334 -2.516
C 2.459 -0.617 -1.351
C 3.655 -0.678 -2.406
O 4.789 -0.065 -1.782
C 4.746 1.367 -1.845
O 4.080 1.986 -0.745
C 4.790 1.807 0.497
C 4.600 3.167 1.325
O 5.840 3.881 1.485
C 2.334 -1.637 -0.278
N 3.205 -2.781 -0.086
C 4.415 -2.420 0.125
O 5.553 -2.282 -0.066
H 1.035 -3.531 4.453
H 2.810 -3.477 4.802
H 1.844 -1.963 5.011
H 2.950 -3.361 2.428
H 0.596 -3.465 1.590
H 0.163 -2.031 2.606
H -1.565 -0.951 1.652
H -0.544 0.314 2.490
H -2.355 0.909 -0.059
H -0.495 2.443 1.456
H -2.883 1.940 2.806
H -3.362 0.156 2.406
H -4.743 1.127 0.607
H -4.242 2.697 0.982
H -0.199 1.506 -0.876
H 1.308 2.158 -2.202
H 3.890 -1.784 -2.524
H 3.380 -0.255 -3.413
H 4.231 1.690 -2.803
H 5.811 1.754 -1.854
H 4.294 1.001 1.131
H 5.874 1.516 0.386
H 3.821 3.808 0.791
H 4.176 2.980 2.362
H 5.763 4.430 2.294
B -6.447 -0.746 -2.828
O -6.053 -0.445 -1.436
C -5.846 -1.607 -0.823
O -5.508 -1.716 0.328
C -6.093 -2.718 -1.774
O -5.992 -3.892 -1.533
O -6.447 -2.216 -2.956
O -7.777 -0.189 -3.132
C -7.632 0.657 -4.153
O -8.528 1.285 -4.650
C -6.207 0.693 -4.562
O -5.739 1.354 -5.450
O -5.505 -0.133 -3.784
*
```

Values from the calculation:
Relative energy (zero: lowest compared OMol25 entry of this formula, charge and spin) ... 334.8 kJ/mol
E_tot ... -67477.66502 eV
Largest force on an atom ... 0.084 hartree/bohr

Mulliken atomic charge list, values in e, 4 entries: atom 1 (C): -1.237, atom 2 (C): 0.327, atom 3 (Cl): -0.276, atom 4 (C): -0.959



[5]
Entry from OMol25: CH2KMgO as an isolated structure (ωB97M-V/def2-TZVPD).

```
! wB97M-V def2-TZVPD RIJCOSX def2/J DEFGRID3
* xyz 1 1
C -0.867 -0.318 0.632
O -0.299 -0.621 -0.422
H -0.204 0.115 1.424
Mg -2.832 -1.113 1.073
K 1.926 0.033 -1.962
H 2.277 1.904 -0.746
*
```

Values from the calculation:
Relative energy (zero: lowest compared OMol25 entry of this formula, charge and spin) ... 0.0 kJ/mol
E_tot ... -24876.22384 eV
Largest force on an atom ... 0.020 hartree/bohr

Mulliken atomic charge list, values in e, 4 entries: atom 1 (C): -0.147, atom 2 (O): -0.384, atom 3 (H): 0.254, atom 4 (Mg): 0.296